[1]
This record from the Open Molecules 2025 dataset describes a molecular structure, C10H6B11Br6Cl5S5Sn. The level of theory is wB97M-V/def2-TZVPD.

XYZ file:
```
44
C10H6B11Br6Cl5S5Sn wB97M-V/def2-TZVPD
Sn 0.278 0.867 0.482
S -0.155 -3.371 -7.066
C 0.388 -2.814 -5.640
S 0.234 -1.121 -5.181
C 1.022 -1.334 -3.653
C 1.437 -2.566 -3.321
S 2.245 -2.314 -1.783
S 1.127 -3.858 -4.427
S 1.646 -0.363 -2.318
Br 2.950 -1.209 1.487
B 1.851 -2.119 2.856
B 2.385 -3.502 3.811
C 1.549 -3.331 5.281
B 2.154 -1.909 4.584
B 0.595 -1.936 5.441
B -0.143 -3.533 5.199
B 0.959 -4.496 4.187
B 1.108 -3.740 2.597
Br 1.408 -4.749 0.949
B -0.492 -3.762 3.467
Br -1.993 -4.818 2.818
B -0.720 -2.149 4.256
Br -2.448 -1.267 4.452
B 0.726 -1.155 3.863
Br 0.517 0.809 3.551
B 0.079 -2.287 2.652
Br -0.856 -1.547 0.983
H 3.451 -3.999 3.795
H 2.044 -3.696 6.167
H 3.072 -1.360 5.073
H 0.499 -1.402 6.485
H -0.691 -4.061 6.095
H 1.098 -5.638 4.428
Cl -1.149 3.378 1.369
C -1.987 2.856 -0.054
C -1.685 1.573 -0.495
C -2.385 1.134 -1.607
Cl -2.183 -0.502 -2.099
C -3.284 1.947 -2.296
Cl -4.089 1.361 -3.699
C -3.530 3.240 -1.837
Cl -4.617 4.262 -2.679
C -2.901 3.691 -0.677
Cl -3.262 5.242 -0.031
```

Properties
Kohn-Sham gap   7.166 eV
E_tot   -560792.149 eV
Highest occupied orbital energy   -8.403 eV
Energy above the lowest of the compared OMol25 structures with the same formula, charge and spin   7.86 kcal/mol
Lowest unoccupied orbital energy   -1.24 eV

***

[2]
This record from the Open Molecules 2025 dataset describes 2 unconnected molecules or ions with the total composition C4H12OS2. The level of theory is wB97M-V/def2-TZVPD.

XYZ file:
```
19
C4H12OS2 wB97M-V/def2-TZVPD
C -3.623 0.590 1.106
C -2.299 0.281 0.552
S -1.642 -1.400 0.487
S 0.161 -1.080 1.618
C 1.423 -0.958 0.312
C 1.654 0.499 -0.333
H -4.123 1.542 0.726
H -4.210 -0.296 0.709
H -3.521 0.540 2.237
H -2.451 0.388 -0.562
H -1.625 0.999 0.980
H 1.213 -1.815 -0.429
H 2.392 -1.108 0.878
H 1.577 0.721 -1.402
H 0.739 0.911 0.004
H 2.388 1.117 0.144
H 5.212 3.988 -4.114
H 4.322 2.794 -4.397
O 4.855 3.430 -4.783
```

Properties
Kohn-Sham gap (spin up / spin down)   8.254 / 4.873 eV
2S+1   2
Expectation value of S²   0.755
E_tot   -28050.482 eV
Highest occupied orbital energy (spin up / spin down)   -13.378 / -13.378 eV
Energy above the lowest of the compared OMol25 structures with the same formula, charge and spin   48.56 kcal/mol
Net charge   +1
Lowest unoccupied orbital energy (spin up / spin down)   -5.12 / -8.51 eV